[1]
Here is a cluster of 2 separate species, C6H8BNO4 in total at a distorted geometry from the Open Molecules 2025 dataset. Energies are from ωB97M-V with the def2-TZVPD basis set.

Cartesian coordinates (Å):
1 B 0.17726 1.84426 0.37651
2 C 0.40662 -2.20268 -1.29091
3 C 1.43891 -1.69321 -0.44028
4 C -0.71645 -1.50117 -1.49336
5 C 1.30215 -0.50385 0.19118
6 C -0.95849 -0.18679 -0.85342
7 C 0.12466 0.29605 0.06044
8 N -0.83784 -0.16037 1.86842
9 O -0.16693 -0.17806 2.85610
10 O -2.00884 -0.36025 1.70947
11 O 1.27048 2.33930 0.99572
12 O -0.87750 2.59174 -0.03069
13 H 0.56536 -3.15389 -1.77237
14 H 2.34629 -2.26805 -0.33093
15 H -1.50210 -1.87308 -2.13593
16 H 2.08655 -0.11772 0.82389
17 H -1.19071 0.57631 -1.60304
18 H -1.89049 -0.25977 -0.25539
19 H 1.28888 3.27867 1.17933
20 H -0.85782 3.53256 0.14527

The lowest unoccupied orbital energy (alpha / beta) is -0.321 / -0.320 eV. The value obtained for the max |F| is 2.98 eV/A. Its charge is 0. Its energy relative to the best compared isomer or geometry (same formula, charge and spin) is 55.2 kcal/mol. The highest occupied orbital energy (alpha / beta) is -8.1 / -8.1 eV. As for the gap between HOMO and LUMO (alpha / beta): 0.284 / 0.284 Ha.

[2]
Here is an isolated molecule of C6H8BrFN2O at a distorted geometry from the Open Molecules 2025 dataset. Energies are from ωB97M-V with the def2-TZVPD basis set.

Cartesian coordinates (Å):
1 C 1.78840 -1.91612 -0.44336
2 C 1.82689 -0.50801 -0.07801
3 C 0.56651 -0.21837 0.39760
4 C -1.67026 -1.60642 0.39217
5 C -0.36327 2.21483 -0.43453
6 C -0.08621 1.42005 0.89348
7 N 0.57351 -2.33025 -0.20510
8 N -0.23706 -1.29711 0.28095
9 O -0.85539 1.42063 -1.39473
10 F -1.27236 1.28127 1.52257
11 Br 3.21223 0.71294 -0.40233
12 H 2.64004 -2.42194 -0.83742
13 H -2.41353 -0.91951 -0.07743
14 H -1.82985 -2.52113 -0.19976
15 H -1.86575 -1.65093 1.50544
16 H 0.56331 2.74424 -0.74867
17 H -1.06263 2.94660 -0.15832
18 H 0.73659 1.87963 1.50363
19 H -0.25117 0.76961 -1.51620

Its expectation value of S² is 2.032. The lowest unoccupied orbital energy (alpha / beta) is 0.478 / -2.616 eV. The value obtained for the max |F| is 9.58 eV/A. Its charge is 0. The spin multiplicity is 3. The highest occupied orbital energy (alpha / beta) is -4.6 / -9.6 eV. As for the gap between HOMO and LUMO (alpha / beta): 0.185 / 0.257 Ha.

[3]
Here is the ion C6H8BrIN with charge +1 at a distorted geometry from the Open Molecules 2025 dataset. Energies are from ωB97M-V with the def2-TZVPD basis set.

Cartesian coordinates (Å):
1 C -0.75814 1.15411 1.34853
2 C 0.42878 0.53242 1.55844
3 C -0.85427 0.58038 -1.02407
4 C -1.31540 1.30300 -0.00922
5 C 0.42829 -0.25004 -0.89670
6 C 1.28412 -0.00795 0.52124
7 N -0.09207 -1.84867 -0.80631
8 Br -2.97086 2.36839 -0.18519
9 I 3.06548 1.06777 -0.17229
10 H -1.22561 1.51379 2.31045
11 H 0.80032 0.54527 2.56720
12 H -1.26662 0.64782 -2.07226
13 H 1.12258 -0.08014 -1.68425
14 H 1.88941 -0.88845 0.87696
15 H -0.89726 -2.22788 -1.49191
16 H -0.42622 -2.05327 0.15873
17 H 0.78746 -2.35655 -0.99935

Its expectation value of S² is 2.022. The lowest unoccupied orbital energy (alpha / beta) is -3.464 / -7.505 eV. The value obtained for the max |F| is 5.79 eV/A. Its charge is +1. Its energy relative to the best compared isomer or geometry (same formula, charge and spin) is 36.3 kcal/mol. The spin multiplicity is 3. The highest occupied orbital energy (alpha / beta) is -9.9 / -12.5 eV. As for the gap between HOMO and LUMO (alpha / beta): 0.236 / 0.183 Ha.

[4]
Here is an isolated molecule of C6H8BrN at a distorted geometry from the Open Molecules 2025 dataset. Energies are from ωB97M-V with the def2-TZVPD basis set.

Cartesian coordinates (Å):
1 C 1.27005 -2.82620 0.33793
2 C 1.15081 -1.60364 -0.32270
3 C 0.66547 -0.26986 0.24998
4 Br 2.17674 1.03206 0.14646
5 C -0.47888 0.21468 -0.69586
6 N -1.95913 -0.02157 -0.39121
7 C -1.49371 1.09024 -0.14442
8 C -1.49057 2.45249 0.22381
9 H 1.56878 -3.65400 -0.33201
10 H 1.07554 -3.08972 1.40155
11 H 1.49517 -1.49804 -1.27869
12 H 0.50728 -0.33537 1.27512
13 H -0.24656 0.15659 -1.74348
14 H -2.33585 3.07957 -0.04539
15 H -0.55079 2.83132 -0.03195
16 H -1.35433 2.44144 1.35088

The lowest unoccupied orbital energy is 0.688 eV. The value obtained for the max |F| is 5.37 eV/A. Its charge is 0. Its energy relative to the best compared isomer or geometry (same formula, charge and spin) is 48.7 kcal/mol. The SMILES is C=C[C@@H](Br)[C@H]1N=C1C. The highest occupied orbital energy is -9.4 eV. As for the gap between HOMO and LUMO: 0.369 Ha.

[5]
Here is a cluster of 2 separate species, C6H8BrN5 in total at a distorted geometry from the Open Molecules 2025 dataset. Energies are from ωB97M-V with the def2-TZVPD basis set.

Cartesian coordinates (Å):
1 C 0.26024 -2.19790 -1.88819
2 C -0.30722 -1.69883 -0.92974
3 C 0.54872 0.87799 0.13358
4 C 0.40543 2.22369 -0.03769
5 C 2.40734 -0.65903 0.78092
6 C -0.87779 -0.82362 0.11064
7 N 1.61003 2.76377 0.36900
8 N 2.42195 1.76532 0.54247
9 N 1.85622 0.64884 0.38593
10 N -2.94044 0.25977 0.61631
11 N -2.12207 -0.38767 -0.35512
12 Br -1.28597 3.09847 -0.30738
13 H 0.58072 -2.78586 -2.62984
14 H 2.23439 -0.89545 1.81352
15 H 1.75274 -1.39154 0.11203
16 H 3.50177 -0.68143 0.58325
17 H -0.75677 -1.15641 1.07126
18 H -3.08236 1.31443 0.48164
19 H -3.87063 -0.22183 0.46230
20 H -2.33629 -0.05271 -1.31486

The lowest unoccupied orbital energy is 0.163 eV. The value obtained for the max |F| is 6.00 eV/A. Its charge is 0. The highest occupied orbital energy is -8.9 eV. As for the gap between HOMO and LUMO: 0.333 Ha.

[6]
Here is a cluster of 2 separate species, C6H8BrNO in total at a distorted geometry from the Open Molecules 2025 dataset. Energies are from ωB97M-V with the def2-TZVPD basis set.

Cartesian coordinates (Å):
1 C 0.31384 -2.21847 0.00645
2 N 1.38023 -2.22605 -0.65743
3 C 2.63055 -1.78408 -0.23932
4 C 2.79366 -0.45803 -0.30111
5 Br 4.43753 0.42522 0.01572
6 H 0.19554 -1.80944 1.04699
7 H -0.59618 -2.74294 -0.40827
8 H 3.34719 -2.59709 -0.31671
9 H 2.01068 0.31769 -0.37890
10 C 1.06630 2.76062 -0.51150
11 C 0.18525 1.99828 -0.13512
12 O -0.53091 1.04337 0.38009
13 C -1.88618 0.99002 0.21417
14 H 1.96264 3.01811 -1.03136
15 H -2.30098 2.03306 0.12213
16 H -2.32987 0.32478 0.96469
17 H -2.33284 0.46003 -0.68133

The lowest unoccupied orbital energy is 0.696 eV. The value obtained for the max |F| is 4.00 eV/A. Its charge is 0. Its energy relative to the best compared isomer or geometry (same formula, charge and spin) is 88.0 kcal/mol. The SMILES is C=N/C=C/Br.C#COC. The highest occupied orbital energy is -8.6 eV. As for the gap between HOMO and LUMO: 0.342 Ha.

[7]
Here is a structure of composition C6H8BrO6Pd at a distorted geometry from the Open Molecules 2025 dataset. Energies are from ωB97M-V with the def2-TZVPD basis set.

Cartesian coordinates (Å):
1 Pd 2.64655 -2.50446 1.22262
2 Br 1.32823 -1.69231 -0.09860
3 C 0.64201 0.68591 0.64501
4 C 1.30514 0.47197 1.98630
5 O 1.13274 1.80696 2.57624
6 C 0.80038 2.71771 1.63572
7 O 0.72929 3.92883 1.79580
8 O 0.70408 2.05897 0.43354
9 H -0.36680 0.27435 0.67705
10 H 1.35739 0.22160 -0.03377
11 H 2.31896 0.09496 1.85166
12 H 0.70477 -0.33699 2.40251
13 C -1.18136 -0.28987 -0.61166
14 C -0.56412 -0.41630 -1.99178
15 O -1.27853 -1.39433 -2.67354
16 C -2.38762 -1.76720 -1.94294
17 O -3.29314 -2.48553 -2.33676
18 O -2.27568 -1.15373 -0.77544
19 H -1.49114 0.73916 -0.42931
20 H -0.50664 -0.80619 0.07118
21 H 0.48709 -0.70392 -1.97322
22 H -0.81155 0.55031 -2.43060

Its expectation value of S² is 2.010. The lowest unoccupied orbital energy (alpha / beta) is -5.917 / -9.150 eV. The value obtained for the max |F| is 6.80 eV/A. Its charge is +1. Its energy relative to the best compared isomer or geometry (same formula, charge and spin) is 94.5 kcal/mol. The spin multiplicity is 3. The highest occupied orbital energy (alpha / beta) is -14.3 / -14.3 eV. As for the gap between HOMO and LUMO (alpha / beta): 0.309 / 0.189 Ha.

[8]
Here is a structure of composition C6H8Cl2F4N2O22PdS4 at a distorted geometry from the Open Molecules 2025 dataset. Energies are from ωB97M-V with the def2-TZVPD basis set.

Cartesian coordinates (Å):
1 Pd -0.21090 0.90937 -0.14717
2 Cl 1.83359 1.64412 2.93054
3 O 0.72251 1.30198 2.02905
4 O 1.90731 0.64461 3.95414
5 O 3.04148 1.73786 2.16367
6 O 1.54558 2.93600 3.50555
7 Cl -0.63359 -0.10323 -3.24638
8 O -1.88719 -0.52850 -3.81876
9 O 0.47432 -0.47134 -4.07296
10 O -0.70081 1.32226 -3.01466
11 O -0.44213 -0.74622 -1.93288
12 N -0.86223 2.88153 -0.05317
13 S -2.33564 3.53721 0.49929
14 O -2.98605 4.57329 -0.21941
15 O -2.33025 3.52639 1.90985
16 F -3.21550 2.29955 0.02403
17 S -0.15293 4.29191 -0.40510
18 O 0.11668 5.18506 0.66825
19 O -0.53292 4.82770 -1.66878
20 F 1.26850 3.63823 -0.68813
21 N 3.44148 0.38683 -2.81105
22 S 3.05596 -0.02588 -1.26657
23 O 1.95955 0.75948 -0.77492
24 O 4.07382 -0.35123 -0.34012
25 F 2.38767 -1.42882 -1.59311
26 S 4.64335 1.37101 -2.47008
27 O 5.91755 0.78358 -2.17368
28 O 4.33200 2.58562 -1.78992
29 F 4.93444 1.83119 -4.00552
30 C 1.97301 -4.21447 0.13453
31 C 0.66709 -4.34483 -0.64332
32 O -0.16549 -3.37904 -0.01186
33 C 0.64535 -2.44543 0.55540
34 O 0.29320 -1.34449 0.81336
35 O 1.89568 -2.91987 0.69449
36 H 2.79045 -4.25995 -0.58627
37 H 2.12462 -4.99259 0.88222
38 H 0.27430 -5.36031 -0.59296
39 H 0.75006 -4.06237 -1.69450
40 C -5.02443 -1.18623 1.79392
41 C -3.96831 -1.85943 2.68265
42 O -2.74472 -1.31966 2.19097
43 C -2.97759 -0.48593 1.17311
44 O -2.15666 -0.03267 0.45206
45 O -4.30283 -0.22516 1.02541
46 H -5.68206 -0.60623 2.44512
47 H -5.63547 -1.84725 1.18381
48 H -4.05272 -2.94026 2.60824
49 H -4.06916 -1.49339 3.70163

Its expectation value of S² is 2.003. The lowest unoccupied orbital energy (alpha / beta) is 3.421 / 2.609 eV. The value obtained for the max |F| is 4.94 eV/A. Its charge is -2. Its energy relative to the best compared isomer or geometry (same formula, charge and spin) is 3.3 kcal/mol. The spin multiplicity is 3. The highest occupied orbital energy (alpha / beta) is -4.3 / -4.3 eV. As for the gap between HOMO and LUMO (alpha / beta): 0.285 / 0.254 Ha.